# 1
DFT (ωB97M-V with the def2-TZVPD basis set) results for a cluster of 2 separate species, C5H10O in total.

```
16
Properties=species:S:1:pos:R:3:mulliken_charge:R:1
C -0.0481 -1.6876 1.6019 -0.708
O -0.8352 -0.5609 1.2579 -0.420
C -0.2052 0.2854 0.4299 0.327
C 1.0398 0.4339 -0.0482 -0.502
C 0.6412 1.6386 -0.8818 -0.374
C -0.8035 1.4424 -0.3169 -0.553
H 0.9060 -1.3782 2.0452 0.305
H 0.1457 -2.2984 0.7120 0.297
H -0.6122 -2.2604 2.3370 0.238
H -0.9217 -1.7140 -2.1340 0.272
H 1.9854 -0.0731 0.1010 0.392
H -0.3779 -1.3749 -1.7891 -0.280
H 0.7206 1.5243 -1.9706 0.233
H 1.1032 2.5876 -0.5897 0.263
H -1.1758 2.2626 0.3048 0.274
H -1.5623 1.1729 -1.0596 0.235
```

Properties
HOMO level: -8.56 eV
spin multiplicity: 1
HOMO-LUMO gap: 0.358 hartree
SMILES: COC1=CCC1.[H][H]

# 2
DFT (ωB97M-V with the def2-TZVPD basis set) results for an isolated molecule of C5H6O.

```
12
Properties=species:S:1:pos:R:3:mulliken_charge:R:1
C 1.1737 0.4903 -1.4320 -1.089
C 0.9349 0.9182 0.0204 -0.417
C -0.2664 0.2877 0.5583 0.146
C -1.2052 -0.3687 0.9403 0.225
C -2.1074 -1.4044 1.3953 -0.201
O -2.2408 -2.4448 0.7907 -0.429
H 1.3269 -0.5914 -1.4906 0.310
H 0.3103 0.7398 -2.0553 0.316
H 2.0562 0.9917 -1.8390 0.330
H 0.8785 2.0079 0.1116 0.290
H 1.7709 0.5920 0.6517 0.241
H -2.6317 -1.2182 2.3486 0.278
```

Properties
HOMO level: -10.26 eV
spin multiplicity: 1
HOMO-LUMO gap: 0.390 hartree
SMILES: CCC#CC=O

# 3
DFT (ωB97M-V with the def2-TZVPD basis set) results for a cluster of 2 separate species, C3H8O2 in total in a non-equilibrium geometry.

```
13
Properties=species:S:1:pos:R:3:mulliken_charge:R:1
C -1.8797 -0.1442 1.6774 -0.840
C -1.0869 -0.4986 0.6538 0.742
O 0.2849 -0.4617 0.7158 -0.515
C -1.6171 -0.9743 -0.6747 -1.287
H -2.7474 -0.7861 1.7416 0.247
H -1.7285 0.6803 2.3541 0.270
H 0.5678 -0.7381 -0.1673 0.323
H -2.6906 -0.8386 -0.6699 0.321
H -1.3491 -2.0242 -0.8449 0.347
H -1.1906 -0.4147 -1.4927 0.391
H 4.1597 2.6069 -0.6313 0.320
H 5.1064 1.7375 -1.4283 0.317
O 4.1712 1.8559 -1.2335 -0.638
```

Properties
HOMO level: -8.21 eV
spin multiplicity: 1
HOMO-LUMO gap: 0.333 hartree
SMILES: C=C(C)O.O